[1]
A cluster of 4 separate species, C3H14N2O3 in total at a distorted geometry, computed with ωB97M-V/def2-TZVPD.

Output
Molar mass (g mol⁻¹): 126.156
Maximum force (eV/A): 2.0
ΔE to the lowest compared entry with this formula, charge and spin (kJ/mol): 52.21
Highest occupied orbital energy (eV): -7.987
SMILES: C/C(N)=C/N.O.O.O
Total energy (Ha): -457.9192
Kohn-Sham gap (eV): 8.70
Charge: 0

The geometry in XYZ format:
```
22
Properties=species:S:1:pos:R:3:forces:R:3
C -1.877890 1.635231 -0.016712 -0.1 1.1 1.5
C -0.602631 0.838661 -0.136289 -1.6 0.2 -1.1
N -0.007629 0.318895 1.054284 0.0 0.7 -0.2
C -0.128317 0.701548 -1.376384 1.5 0.0 0.2
N 1.140539 0.166786 -1.648244 0.2 -1.2 0.0
H -2.752198 1.179984 0.460191 0.2 -0.7 -0.3
H -1.728497 2.491830 0.682350 0.3 -0.3 -0.3
H -2.177899 2.133027 -0.929462 0.0 -0.3 -0.4
H -0.399721 0.884450 1.802577 0.1 -0.5 0.3
H -0.233438 -0.661914 1.214222 0.0 0.1 0.0
H -0.629595 1.037462 -2.273682 -0.4 0.1 0.3
H 1.897671 0.380258 -1.011119 -0.1 0.3 0.0
H 1.434501 0.086217 -2.608428 -0.2 0.3 0.1
O 0.335445 -2.554508 -0.617189 -0.4 0.1 0.5
H 0.696730 -1.707369 -0.965939 0.2 -0.8 -0.5
H 0.604211 -3.386437 -1.025806 0.3 0.8 -0.3
O 2.501838 1.719272 0.730897 -0.8 0.3 0.3
H 2.152234 2.618820 0.818040 0.5 0.0 -0.2
H 1.700983 1.228655 1.025368 0.4 -0.4 -0.1
O -1.038326 -3.038882 1.680197 1.0 0.1 0.4
H -0.579618 -2.848892 0.825460 -0.2 -0.2 0.5
H -0.308387 -3.223088 2.315670 -0.8 0.2 -0.8
```
Forces are in eV/Å.

[2]
An isolated molecule of C17H14N4O5S2 at a distorted geometry, computed with ωB97M-V/def2-TZVPD.

Output
Molar mass (g mol⁻¹): 418.456
Maximum force (eV/A): 1.6
Highest occupied orbital energy (eV): -7.617
SMILES: O=C(CSc1nnc(CNC(=O)c2cccs2)o1)Nc1ccc2c(c1)OCO2
Total energy (Ha): -2047.8222
Kohn-Sham gap (eV): 7.75
Charge: 0

The geometry in XYZ format:
```
42
Properties=species:S:1:pos:R:3:forces:R:3
O 1.594562 1.742488 3.879015 0.3 0.0 0.3
C 0.731139 1.742081 3.031782 -0.6 -0.1 -0.2
C -0.585796 0.987072 3.247493 0.1 -0.2 -0.2
S -0.605219 -0.638736 2.409958 0.1 -0.2 0.4
C -1.054052 -0.152812 0.823208 -0.2 0.8 -0.2
N -1.239158 1.054991 0.370839 0.3 -0.5 1.2
N -1.598865 0.932738 -0.924627 -0.5 -0.4 -1.5
C -1.612053 -0.325409 -1.203898 -0.1 0.7 0.1
C -1.929698 -0.964917 -2.506699 0.3 -0.2 -0.2
N -2.526490 -2.262454 -2.337644 -0.2 0.2 0.1
C -1.833477 -3.392258 -2.656646 0.1 0.2 -0.1
O -0.743658 -3.353197 -3.192803 0.1 -0.1 0.0
C -2.503608 -4.655550 -2.333646 -0.4 -0.6 0.2
C -2.011711 -5.902990 -2.608372 0.0 0.5 0.0
C -2.860899 -6.938404 -2.176069 -0.2 -0.1 0.1
C -3.988146 -6.472030 -1.575899 -0.1 0.3 0.0
S -4.038064 -4.759839 -1.525294 0.4 -0.3 -0.2
O -1.276913 -1.083067 -0.125253 0.1 -0.1 0.1
N 0.769241 2.374013 1.838229 -0.2 0.1 -0.2
C 1.813761 3.115023 1.273948 0.3 0.2 -0.2
C 1.634165 3.561751 -0.032609 -0.1 -0.1 0.2
C 2.608666 4.305637 -0.688590 0.4 0.2 0.1
C 3.759761 4.583318 0.007888 -0.1 -0.3 0.6
C 3.940203 4.136412 1.318037 -0.3 0.2 -0.7
C 2.988373 3.401697 1.979895 0.3 0.1 0.1
O 5.162923 4.548696 1.772591 -0.3 -0.3 0.3
C 5.751105 5.266673 0.709663 1.1 0.5 0.0
O 4.867240 5.286887 -0.390584 -0.3 0.0 -0.3
H -1.447780 1.549807 2.894605 0.0 0.0 0.1
H -0.682435 0.750664 4.306506 0.0 0.0 -0.1
H -0.998965 -1.134849 -3.066145 -0.2 0.1 0.1
H -2.572707 -0.289237 -3.078233 0.1 0.0 0.1
H -3.400303 -2.330120 -1.840111 0.1 0.0 -0.1
H -1.069848 -6.048751 -3.104899 0.2 0.0 -0.1
H -2.644954 -7.983609 -2.303743 0.0 -0.2 0.0
H -4.801008 -7.030317 -1.155099 -0.1 -0.2 0.1
H -0.029723 2.232930 1.217800 0.1 0.0 0.3
H 0.717205 3.321670 -0.549567 -0.1 0.0 -0.1
H 2.469330 4.649322 -1.699260 0.0 0.0 -0.1
H 3.135652 3.058225 2.988000 0.0 0.0 0.1
H 5.960609 6.299098 1.033224 -0.1 -0.2 -0.1
H 6.695835 4.781585 0.414851 -0.3 0.0 0.1
```
Forces are in eV/Å.

[3]
A cluster of 13 separate species, C31H94N20O13 in total at a distorted geometry, computed with ωB97M-V/def2-TZVPD.

Output
Molar mass (g mol⁻¹): 955.220
Maximum force (eV/A): 7.6
ΔE to the lowest compared entry with this formula, charge and spin (kJ/mol): 712.68
Highest occupied orbital energy (eV): -8.286
Total energy (Ha): -3310.6882
Kohn-Sham gap (eV): 8.13
Charge: 0

The geometry in XYZ format:
```
158
Properties=species:S:1:pos:R:3:forces:R:3
C -27.213160 -22.888080 25.379950 -0.4 -0.6 0.6
C -26.719870 -21.784080 24.482490 0.2 1.4 -0.6
C -26.926530 -22.049280 22.989770 0.0 -0.8 -0.3
O -26.367500 -21.215380 21.996300 0.2 1.2 0.8
C -26.922000 -21.486020 20.712270 0.3 0.7 0.1
N -27.379780 -20.506400 24.839540 0.8 -0.1 0.3
H -28.287170 -22.898530 25.565680 -0.2 0.0 -0.6
H -26.840260 -22.756250 26.395660 0.4 0.2 -0.1
H -26.873780 -23.868530 25.045830 -0.1 -0.1 -0.1
H -25.654160 -21.737420 24.706550 0.2 0.6 -0.2
H -28.004750 -21.945420 22.868290 -0.4 -0.9 -0.2
H -26.489510 -23.019120 22.752030 -0.8 -0.7 0.3
H -26.231200 -22.128240 20.165960 -0.4 -0.5 -0.1
H -26.987400 -20.555100 20.149050 0.2 0.2 0.1
H -27.954120 -21.827560 20.790850 0.1 -0.6 -0.1
H -28.249370 -20.412310 24.334520 -0.3 -0.2 0.0
H -26.809280 -19.758160 24.472440 0.1 0.2 0.0
C -27.160710 -28.048780 18.312830 -0.6 -1.2 -1.1
C -26.822650 -26.838030 17.517160 0.0 2.7 -0.3
C -27.638800 -26.377240 16.214680 1.0 -0.1 1.5
O -27.011410 -25.118860 15.713470 -0.3 -3.3 1.3
C -27.854380 -24.596080 14.758480 0.1 1.8 -1.3
N -26.882180 -25.718580 18.496170 0.6 -0.8 -0.4
H -27.026150 -28.910900 17.659580 -0.6 -0.5 0.0
H -28.178180 -27.932310 18.686050 0.0 -0.4 0.1
H -26.477220 -28.240090 19.140080 0.0 0.6 0.0
H -25.824340 -26.969270 17.099730 0.4 0.2 0.1
H -28.689030 -26.133030 16.374320 -0.1 -0.1 0.5
H -27.615780 -27.187630 15.486090 0.2 0.2 -0.5
H -27.175490 -23.974270 14.174900 -0.3 0.0 -0.7
H -28.583540 -23.893790 15.162470 -0.3 -0.2 0.4
H -28.393050 -25.299880 14.123970 0.4 -0.3 0.0
H -27.639940 -25.114350 18.211930 0.0 0.5 0.5
H -26.026090 -25.183060 18.516710 -0.1 0.2 -0.3
C -18.611530 -20.651170 18.775400 -0.4 1.5 0.0
C -19.849790 -21.084300 17.896610 2.3 -1.4 1.1
C -19.569050 -22.586300 17.529100 -2.6 1.5 -1.5
O -18.482430 -22.637320 16.670740 2.0 -1.1 -0.8
C -18.727330 -22.748770 15.244430 -0.7 0.1 1.2
N -21.077700 -21.006010 18.613690 -1.8 0.1 0.6
H -18.095580 -21.351310 19.432430 -0.8 -0.6 -0.1
H -19.060580 -19.866460 19.384240 0.3 0.1 0.5
H -17.771660 -20.155200 18.288850 -0.2 0.0 -0.8
H -19.921720 -20.402870 17.048920 0.2 -0.4 -0.4
H -20.453510 -22.997460 17.042510 -0.4 0.3 -0.8
H -19.645410 -23.233350 18.402930 1.5 0.2 0.5
H -19.414270 -23.573030 15.052520 -0.4 0.1 0.0
H -17.859960 -22.985530 14.628220 0.6 0.2 0.8
H -19.121730 -21.791460 14.903690 -0.3 -0.1 -0.2
H -20.983760 -21.270310 19.583960 0.6 -0.4 0.3
H -21.520940 -20.100410 18.673010 0.4 0.4 -0.5
C -25.179120 -22.428610 12.926050 1.3 -0.5 -1.4
C -24.866770 -21.947820 11.488710 -1.2 -0.3 0.3
C -26.038870 -22.146390 10.502370 0.5 -2.7 1.0
O -26.138320 -23.595520 10.308370 -1.0 0.6 -0.1
C -27.498300 -24.081400 10.178770 1.0 0.1 0.3
N -24.622770 -20.546780 11.534550 -0.1 1.3 -0.3
H -26.015080 -21.871370 13.348830 -0.3 -0.4 -0.2
H -24.324630 -22.238990 13.575660 0.2 0.2 -0.1
H -25.223240 -23.513380 12.828960 -0.8 -0.1 0.6
H -23.973940 -22.324430 10.989590 0.0 -1.5 0.5
H -25.819860 -21.718920 9.523900 -0.3 0.5 0.1
H -26.956870 -21.831540 10.998610 -0.1 0.6 -0.4
H -28.126050 -23.714490 10.990810 0.0 0.1 0.2
H -27.431780 -25.166550 10.257020 -0.1 0.1 0.0
H -27.978140 -23.799670 9.241500 0.2 0.1 -0.2
H -24.420090 -20.427910 10.552260 0.5 1.5 -0.1
H -23.770240 -20.447540 12.066940 0.3 0.5 -0.1
C -23.634250 -26.776530 21.598570 -1.3 -1.1 0.9
C -25.016330 -25.990120 21.747600 0.4 -2.9 -2.1
C -25.808480 -26.050830 23.106740 0.6 0.2 -1.9
O -26.246420 -27.402150 23.402160 0.6 1.7 1.6
C -26.516380 -27.570650 24.850530 0.3 -0.2 -1.4
N -24.861100 -24.675090 21.224620 0.3 2.4 1.7
H -23.752320 -27.850730 21.456240 -1.1 -0.4 0.2
H -23.046520 -26.872430 22.511520 0.7 1.1 -0.1
H -23.131630 -26.643050 20.640620 0.4 1.2 0.3
H -25.581880 -26.454570 20.939800 -0.8 -0.9 0.6
H -26.627870 -25.334860 23.042770 -0.8 -0.4 -0.5
H -25.203160 -25.445300 23.781280 0.7 -1.1 1.2
H -25.981190 -26.787890 25.388080 -0.1 -0.2 0.2
H -26.189870 -28.573880 25.124420 0.4 0.1 0.0
H -27.577540 -27.574490 25.099580 -0.2 0.5 -0.4
H -24.781040 -24.534810 20.227620 -0.1 -0.7 -0.2
H -25.689950 -24.165250 21.495130 0.0 0.4 -0.2
C -20.081710 -16.688610 16.253360 1.1 -0.6 0.1
C -20.920780 -17.651240 15.425390 -0.8 1.5 -0.4
C -22.257510 -17.765800 16.178110 -0.2 -2.0 -0.8
O -23.293580 -18.230140 15.269030 -0.1 3.1 2.0
C -23.147720 -19.400380 14.575890 0.1 -1.1 0.6
N -21.049840 -17.157920 14.000930 0.4 -0.5 0.7
H -20.281940 -16.838720 17.314240 -0.3 0.2 0.1
H -20.179290 -15.638680 15.977270 -0.2 -0.1 0.0
H -19.037560 -16.991210 16.174150 0.2 0.4 -0.3
H -20.397590 -18.607450 15.431930 -0.2 -0.1 -0.4
H -22.527820 -16.931830 16.825810 -0.6 1.0 -1.3
H -22.198540 -18.452250 17.022740 0.5 -1.1 -0.2
H -24.146430 -19.493480 14.149260 0.4 -0.6 -0.8
H -22.936490 -20.232780 15.247150 -0.2 -0.4 0.2
H -22.291330 -19.430280 13.902250 -0.3 0.1 -0.6
H -21.451860 -17.840780 13.374690 0.3 -0.5 0.2
H -21.722240 -16.416230 13.867210 0.0 0.5 0.8
C -26.614890 -18.466480 16.806990 0.9 3.1 -0.6
O -27.603260 -18.364440 17.407220 -6.3 -0.2 3.5
N -25.982520 -19.549120 16.638900 3.1 -6.9 -0.6
N -26.042930 -17.402910 16.312080 2.5 3.2 -2.1
H -25.119080 -19.706780 16.139200 -0.2 0.6 0.1
H -26.279610 -20.344480 17.185930 0.0 0.1 0.0
H -25.071000 -17.488630 16.051090 -0.1 0.4 -0.3
H -26.471460 -16.491700 16.390560 0.1 -0.5 0.1
C -24.240740 -23.188200 17.009580 -1.3 2.8 2.4
O -25.152310 -22.988560 17.842430 0.8 -1.1 0.2
N -24.200790 -24.017080 16.035590 -1.2 -3.5 -2.6
N -23.186970 -22.408270 16.941870 2.8 2.5 0.5
H -23.446600 -23.860780 15.382240 -0.5 -0.7 -0.4
H -25.051810 -24.526070 15.843750 -0.1 -0.3 -0.5
H -22.803290 -21.865860 17.702580 -0.1 0.1 0.2
H -22.639820 -22.380620 16.093360 0.2 -0.1 0.1
C -21.021240 -23.135770 21.349420 -2.2 2.1 -2.9
O -20.196520 -22.284830 21.008270 0.2 -0.5 0.7
N -22.311490 -23.173310 20.897530 0.4 0.8 -0.4
N -20.850180 -24.171980 22.107520 2.5 -2.1 2.6
H -22.596870 -22.557270 20.149760 -0.2 -0.3 0.3
H -22.862350 -23.943910 21.248000 -1.0 0.6 -0.6
H -19.948820 -24.174130 22.563200 -0.4 -0.6 0.3
H -21.614750 -24.794550 22.326480 0.6 0.0 0.2
C -25.469300 -27.051340 12.400870 -1.9 -0.6 -0.4
O -26.619450 -27.324210 12.207270 -3.6 -0.3 0.4
N -24.937960 -26.675790 13.504210 1.4 1.5 4.5
N -24.649100 -27.182870 11.424090 3.8 -0.5 -4.9
H -23.932680 -26.658530 13.600240 -0.2 0.1 0.5
H -25.542480 -26.591440 14.308910 0.3 0.0 0.0
H -23.708970 -26.813750 11.419780 -0.3 0.0 0.1
H -25.104430 -27.281000 10.527910 0.3 -0.1 0.1
C -21.128630 -22.999280 13.088320 -3.4 -2.4 2.4
O -21.820300 -22.486980 13.947940 -0.4 1.3 1.7
N -20.529070 -22.430630 12.135000 3.4 4.0 -4.5
N -21.097390 -24.312860 12.912200 0.4 -2.1 0.0
H -20.087390 -23.019450 11.443400 0.1 0.8 0.0
H -20.491030 -21.428720 12.013240 0.0 -0.3 0.1
H -20.592380 -24.601110 12.086380 -0.4 -1.0 0.7
H -21.533740 -24.933790 13.578630 0.1 -0.4 -0.2
C -21.279970 -26.834530 15.423000 -2.4 0.1 -0.3
O -22.034880 -26.638610 14.486930 -0.2 0.4 -1.3
N -20.726570 -27.964060 15.758350 1.5 -4.9 -1.6
N -21.049340 -26.073240 16.438110 1.0 4.2 3.2
H -20.145330 -27.985840 16.584050 -0.3 -1.1 -0.7
H -21.064240 -28.781510 15.270650 0.7 -0.1 0.3
H -21.496920 -25.207030 16.701630 0.1 -0.1 -0.4
H -20.467450 -26.582980 17.087470 -0.5 1.8 0.7
C -28.852010 -23.010700 17.542500 1.4 1.5 1.9
O -28.940480 -23.853150 18.402600 -0.8 -2.0 0.8
N -27.681260 -22.521710 17.145010 0.6 0.5 -1.3
N -29.861130 -22.248110 17.181760 -3.3 1.4 -1.4
H -26.819290 -22.933080 17.473460 0.4 0.0 -0.3
H -27.731200 -21.841960 16.399660 0.7 -0.2 0.2
H -30.745380 -22.338710 17.661330 0.3 -0.2 -0.2
H -29.717890 -21.404140 16.645770 -0.1 -0.2 0.3
```
Forces are in eV/Å.

[4]
A cluster of 2 separate species, C5H10OS in total at a distorted geometry, computed with ωB97M-V/def2-TZVPD.

Output
Molar mass (g mol⁻¹): 118.201
Maximum force (eV/A): 5.0
ΔE to the lowest compared entry with this formula, charge and spin (kJ/mol): 560.17
Highest occupied orbital energy (alpha / beta) (eV): -6.876 / -6.875
Total energy (Ha): -669.7231
Kohn-Sham gap (alpha / beta) (eV): 4.57 / 4.56
Charge: 0

The geometry in XYZ format:
```
17
Properties=species:S:1:pos:R:3:forces:R:3
C 0.248346 -0.881019 -0.212166 0.4 0.0 -1.7
C -0.662744 -0.057773 0.421563 0.6 2.0 2.4
C -0.635920 -0.132770 1.950321 -4.3 2.3 -1.4
C -1.484204 1.124871 -1.634846 2.5 2.8 2.0
C -1.350883 0.963290 -0.169276 -0.4 -0.7 -0.8
O 3.943831 -1.383837 -0.162227 0.1 -0.8 0.3
S 3.289162 -0.664800 -1.513701 -1.0 0.6 0.9
H 1.016610 -1.464534 0.176506 0.8 -0.9 1.8
H 0.244922 -1.158653 -1.220755 -0.6 0.1 -1.7
H -0.661890 -1.095648 2.198140 0.1 -4.2 1.0
H -1.611650 0.239138 2.438792 1.4 -0.1 -1.0
H 0.127963 0.280176 2.478686 2.5 1.6 0.9
H -2.160678 0.448178 -1.928292 -3.2 -2.1 -1.5
H -0.562358 0.763980 -2.024099 0.9 0.4 -1.1
H -1.720472 2.198250 -1.808013 0.1 -1.0 -0.6
H -1.935404 1.718136 0.333660 0.1 -0.3 1.0
H 3.915369 -0.896985 0.675708 -0.1 0.5 -0.7
```
Forces are in eV/Å.